Entry 1:
DFT (ωB97M-V/def2-TZVPD) results for an isolated molecule of C3H4N2O2 in a non-equilibrium geometry.

Each line ends with the natural charge from an NBO analysis.
Element x y z (Å)
1 H -2.800 0.440 -0.471  0.348
2 N -2.036 0.033 -0.879  -0.642
3 C -0.884 0.273 -0.223  0.473
4 O -0.772 1.214 0.860  -0.392
5 N 0.634 0.761 1.567  -0.293
6 C 1.372 0.239 0.376  -0.145
7 C 0.445 -0.086 -0.638  0.200
8 O 0.279 -0.738 -1.750  -0.617
9 H 0.471 -0.274 2.272  0.344
10 H 2.339 -0.186 0.788  0.232
11 H 0.952 -1.678 -1.903  0.493

Calculated values
Max |F| in eV/Å: 7.802
Relative energy (zero: lowest compared OMol25 entry of this formula, charge and spin) in eV: 7.500
Highest occupied orbital energy in Eh: -0.3252
LUMO in eV: -0.191
Gap between HOMO and LUMO in Eh: 0.3181


Entry 2:
DFT (ωB97M-V/def2-TZVPD) results for an isolated molecule of C3H4N2O2.

Each line ends with the natural charge from an NBO analysis.
Element x y z (Å)
1 N -0.038 -1.144 -1.222  -0.797
2 C 0.760 0.737 -0.586  0.099
3 C 0.778 -0.661 -0.076  0.109
4 O 0.074 -0.707 1.173  -0.473
5 C -0.536 0.489 1.347  0.870
6 O -1.207 0.825 2.276  -0.551
7 N -0.190 1.257 0.207  -0.663
8 H -1.016 -0.913 -1.111  0.374
9 H 0.276 -0.798 -2.131  0.399
10 H 1.681 -1.263 0.042  0.209
11 H -0.582 2.178 0.080  0.424

Calculated values
Max |F| in eV/Å: 0.977
Relative energy (zero: lowest compared OMol25 entry of this formula, charge and spin) in eV: 3.124
Highest occupied orbital energy in Eh: -0.3535
LUMO in eV: 0.542
Gap between HOMO and LUMO in Eh: 0.3734


Entry 3:
DFT (ωB97M-V/def2-TZVPD) results for an isolated molecule of C3H4N2O2 in a non-equilibrium geometry.

Each line ends with the natural charge from an NBO analysis.
Element x y z (Å)
1 O 2.429 0.199 0.200  -0.547
2 N 1.484 -0.585 -0.451  -0.318
3 C 0.080 -0.342 -0.071  0.261
4 C -0.602 0.920 -0.141  -0.375
5 C -1.899 0.559 -0.003  0.129
6 O -2.023 -0.760 0.117  -0.260
7 N -0.786 -1.291 0.071  -0.171
8 H 2.523 -0.066 1.211  0.446
9 H 1.752 -1.641 -0.498  0.366
10 H -0.112 1.897 -0.271  0.253
11 H -2.845 1.109 -0.165  0.216

Calculated values
Max |F| in eV/Å: 2.950
Relative energy (zero: lowest compared OMol25 entry of this formula, charge and spin) in eV: 5.163
Highest occupied orbital energy in Eh: -0.3482
LUMO in eV: 0.731
Gap between HOMO and LUMO in Eh: 0.3750


Entry 4:
DFT (ωB97M-V/def2-TZVPD) results for an isolated molecule of C3H4N2O2S in a non-equilibrium geometry.

Each line ends with the natural charge from an NBO analysis.
Element x y z (Å)
1 C 1.850 -0.178 -0.529  -0.091
2 C 0.653 0.285 -0.987  -0.109
3 C 0.178 -1.049 0.830  0.133
4 N 1.511 -0.923 0.631  -0.558
5 N -0.293 -0.287 -0.149  -0.618
6 O -2.219 1.171 1.384  -0.967
7 O -2.256 0.567 -1.593  -0.834
8 S -2.047 -0.036 -0.315  1.660
9 H 2.845 -0.206 -0.832  0.226
10 H 0.356 1.094 -1.780  0.262
11 H -2.781 0.949 2.137  0.479
12 H 2.202 -1.386 1.205  0.416

Calculated values
Max |F| in eV/Å: 3.699
Relative energy (zero: lowest compared OMol25 entry of this formula, charge and spin) in eV: 4.703
Highest occupied orbital energy in Eh: -0.3413
LUMO in eV: -0.766
Gap between HOMO and LUMO in Eh: 0.3132